Entry 1
The following is a quantum chemistry calculation of a 2-piece molecular cluster, C4H10NO2S overall, from the Open Molecules 2025 dataset.

The geometry in XYZ format:
```
18
C4H10NO2S ωB97M-V/def2-TZVPD
C -1.222 1.657 -1.341
N -1.335 0.978 -0.031
C -0.252 0.005 0.090
C -0.649 -1.214 0.996
S -0.710 -0.640 2.730
C 1.045 0.679 0.648
O 2.126 0.107 0.499
H -1.496 0.977 -2.171
H -0.200 1.939 -1.556
H -1.844 2.537 -1.326
H -1.561 1.551 0.775
H -0.109 -0.398 -0.916
H 0.053 -2.057 1.032
H -1.684 -1.461 0.669
H 1.044 1.610 1.183
H 1.764 -1.634 -0.040
H 2.989 -2.268 -0.656
O 2.041 -2.368 -0.583
```

## Properties
**LUMO energy**: 0.1311 hartree
**Total charge**: -1
**Molecular weight**: 136.20 g/mol
**HOMO**: -2.64 eV

---

Entry 2
The following is a quantum chemistry calculation of a 2-piece molecular cluster, C4H10NO2S overall, from the Open Molecules 2025 dataset.

The geometry in XYZ format:
```
18
C4H10NO2S ωB97M-V/def2-TZVPD
O -1.184 -1.462 -1.676
C -0.195 -0.892 -1.171
N -0.243 0.429 -0.929
C 0.628 1.216 -0.073
C 0.396 0.867 1.454
S 1.900 0.677 2.360
C 1.101 -1.601 -0.846
H -1.091 0.857 -1.253
H 1.668 1.003 -0.302
H 0.427 2.269 -0.271
H -0.452 1.412 1.876
H 0.012 -0.150 1.358
H 1.891 -0.854 -0.800
H 1.299 -2.351 -1.614
H 1.071 -2.074 0.134
H -4.187 -0.202 -1.607
H -2.687 -0.599 -1.316
O -3.363 0.149 -1.309
```

## Properties
**LUMO energy**: 0.1251 hartree
**Total charge**: -1
**Molecular weight**: 136.20 g/mol
**HOMO**: -2.58 eV

---

Quick one: most stable of them? entry 2

---

Entry 1
The following is a quantum chemistry calculation of a 2-piece molecular cluster, C4H10NO2S overall, from the Open Molecules 2025 dataset.

The geometry in XYZ format:
```
18
C4H10NO2S ωB97M-V/def2-TZVPD
O 0.148 1.414 -1.822
C -0.162 0.438 -1.105
N 0.262 0.346 0.158
C 0.220 -0.845 1.019
C -0.754 -0.660 2.206
S -1.792 -2.245 2.337
C -0.875 -0.723 -1.703
H 0.845 1.130 0.410
H -0.086 -1.735 0.477
H 1.258 -1.013 1.316
H -0.228 -0.493 3.137
H -1.518 0.022 1.858
H -0.184 -1.558 -1.851
H -1.290 -0.461 -2.672
H -1.678 -1.114 -1.074
H 2.688 2.243 -0.873
H 1.212 2.462 -1.233
O 1.934 2.792 -0.586
```

## Properties
**LUMO energy**: 0.1237 hartree
**Total charge**: -1
**Molecular weight**: 136.20 g/mol
**HOMO**: -2.75 eV

---

Entry 2
The following is a quantum chemistry calculation of a 2-piece molecular cluster, C4H10NO2S overall, from the Open Molecules 2025 dataset.

The geometry in XYZ format:
```
18
C4H10NO2S ωB97M-V/def2-TZVPD
C -1.083 0.858 -0.046
N -0.961 -0.277 0.855
C -1.477 -0.280 2.082
O -1.386 -1.169 2.906
C 0.136 1.760 -0.057
C 1.414 1.022 -0.442
S 1.367 0.314 -2.113
H -1.249 0.487 -1.063
H -1.968 1.430 0.250
H -0.431 -1.096 0.532
H -2.030 0.654 2.295
H -0.053 2.540 -0.788
H 0.240 2.259 0.918
H 2.254 1.719 -0.325
H 1.592 0.241 0.311
H 0.569 -1.425 -1.235
H 1.206 -2.435 -0.282
O 0.344 -2.207 -0.656
```

## Properties
**LUMO energy**: 0.1398 hartree
**Total charge**: -1
**Molecular weight**: 136.20 g/mol
**HOMO**: -3.30 eV

---

Quick one: most stable of them? entry 2

---

Entry 1
The following is a quantum chemistry calculation of C6H11NO10Rb as an isolated structure, from the Open Molecules 2025 dataset.

The geometry in XYZ format:
```
29
C6H11NO10Rb ωB97M-V/def2-TZVPD
Rb -9.786 -21.028 3.818
C -8.441 -21.085 7.022
C -6.917 -21.438 7.187
O -6.124 -20.524 7.156
N -6.571 -22.914 7.543
H -6.497 -23.058 8.540
H -7.281 -23.519 7.158
C -5.364 -23.342 6.730
H -8.602 -20.014 6.896
H -8.849 -21.149 8.031
H -8.989 -21.696 6.305
H -5.388 -23.133 5.661
H -5.373 -24.417 6.912
H -4.506 -22.943 7.270
O -10.376 -23.614 5.123
C -9.448 -24.528 5.376
O -9.442 -25.440 4.476
O -8.558 -24.479 6.285
H -10.919 -24.064 4.471
O -6.813 -24.292 3.510
C -6.623 -23.096 2.905
O -7.486 -22.242 2.916
O -5.496 -22.862 2.333
H -7.528 -24.310 4.151
O -7.789 -18.918 4.813
C -7.587 -17.684 4.460
O -7.913 -16.779 5.302
O -7.024 -17.534 3.327
H -7.397 -19.404 4.084
```

## Properties
**LUMO energy**: 0.0496 hartree
**Total charge**: -1
**Molecular weight**: 342.62 g/mol
**HOMO**: -4.55 eV

---

Entry 2
The following is a quantum chemistry calculation of C6H11NO10Rb as an isolated structure, from the Open Molecules 2025 dataset.

The geometry in XYZ format:
```
29
C6H11NO10Rb ωB97M-V/def2-TZVPD
Rb -2.400 -0.978 0.362
C 6.307 1.964 1.581
C 5.405 0.725 1.399
O 5.767 -0.420 1.410
N 4.000 0.985 0.739
H 4.030 1.892 0.295
H 3.884 0.341 -0.030
C 2.852 0.913 1.745
H 5.895 2.799 2.148
H 6.431 2.299 0.552
H 7.250 1.845 2.115
H 3.182 1.583 2.539
H 2.921 -0.119 2.089
H 1.920 1.118 1.218
O -6.546 1.493 3.506
C -6.973 0.445 2.788
O -8.100 0.330 2.341
O -5.987 -0.296 2.607
H -5.827 0.888 3.308
O 0.484 -0.151 -2.458
C 0.155 0.363 -3.625
O -0.929 1.000 -3.734
O 0.919 0.182 -4.588
H 1.331 -0.485 -2.761
O -4.648 -3.659 -4.065
C -5.477 -3.859 -3.036
O -5.071 -3.559 -1.881
O -6.609 -4.241 -3.286
H -4.165 -3.400 -3.277
```

## Properties
**LUMO energy**: -0.0696 hartree
**Total charge**: -1
**Molecular weight**: 342.62 g/mol
**HOMO**: -3.69 eV

---

Quick one: most stable of them? entry 1

---

Entry 1
The following is a quantum chemistry calculation of C27H56Ca2NO12P as an isolated structure, from the Open Molecules 2025 dataset.

The geometry in XYZ format:
```
99
C27H56Ca2NO12P ωB97M-V/def2-TZVPD
Ca -0.052 1.528 -1.293
Ca -2.866 1.126 0.923
P -2.396 2.884 -1.372
O -3.255 1.561 -1.186
O -1.460 2.681 -0.087
O -3.337 4.029 -1.358
O -1.421 2.670 -2.561
O 0.626 -1.355 1.700
C 0.382 -0.438 0.733
O 1.284 -0.119 -0.076
O -0.766 0.083 0.672
H 1.544 -1.617 1.549
C 2.301 -3.660 -0.713
C 3.687 -3.190 -0.276
C 4.521 -3.261 -1.561
O 3.614 -3.651 -2.609
C 2.282 -3.306 -2.210
H 1.490 -3.108 -0.226
H 2.075 -4.719 -0.613
H 4.062 -3.802 0.543
H 3.593 -2.153 0.052
H 5.265 -4.057 -1.582
H 4.978 -2.308 -1.837
H 1.617 -3.984 -2.747
H 2.052 -2.276 -2.498
C -2.076 -2.142 -3.348
C -1.429 -1.317 -4.454
C -1.204 0.022 -3.775
O -0.760 -0.376 -2.462
C -1.427 -1.567 -2.077
H -1.851 -3.195 -3.529
H -3.154 -2.012 -3.306
H -2.003 -1.299 -5.386
H -0.471 -1.693 -4.833
H -2.101 0.643 -3.755
H -0.429 0.648 -4.215
H -2.205 -1.286 -1.358
H -0.734 -2.236 -1.563
C 4.059 1.879 -3.568
C 3.079 2.657 -4.457
C 1.839 2.833 -3.594
O 1.878 1.775 -2.633
C 3.136 1.098 -2.637
H 4.707 2.541 -2.996
H 4.650 1.190 -4.167
H 2.834 2.129 -5.379
H 3.512 3.609 -4.770
H 0.919 2.720 -4.168
H 1.792 3.817 -3.119
H 2.980 0.071 -2.987
H 3.467 1.015 -1.600
C 2.278 4.145 1.954
C 1.039 4.846 1.353
C 1.089 4.366 -0.081
O 1.516 3.011 -0.004
C 2.483 2.912 1.050
H 2.088 3.875 2.992
H 3.135 4.816 1.913
H 1.102 5.933 1.387
H 0.111 4.519 1.819
H 1.820 4.964 -0.660
H 0.179 4.475 -0.668
H 3.474 2.836 0.595
H 2.294 1.981 1.587
C -1.841 -4.848 0.316
C -2.574 -6.064 0.866
C -2.307 -5.921 2.354
O -0.970 -5.490 2.416
C -0.734 -4.555 1.338
H -2.503 -3.969 0.312
H -1.524 -4.894 -0.727
H -2.070 -6.972 0.520
H -3.597 -6.133 0.501
H -2.409 -6.864 2.892
H -3.013 -5.230 2.845
H 0.298 -4.752 1.046
H -0.738 -3.540 1.744
C -2.502 -1.026 3.140
C -2.966 0.264 3.827
N -2.354 1.449 3.203
C -0.923 1.693 3.399
C -0.531 2.170 4.783
C -3.179 2.630 3.532
C -2.887 3.928 2.815
H -1.433 -1.246 3.154
H -2.717 -0.964 2.067
H -2.973 -1.916 3.556
H -4.028 0.301 3.570
H -2.832 0.208 4.912
H -0.398 0.749 3.233
H -0.592 2.350 2.592
H -0.741 1.392 5.521
H 0.536 2.390 4.825
H -1.041 3.079 5.110
H -3.240 2.763 4.622
H -4.226 2.378 3.293
H -3.213 3.947 1.773
H -1.826 4.183 2.850
H -3.386 4.750 3.330
```

## Properties
**LUMO energy**: -0.0075 hartree
**Molecular weight**: 697.87 g/mol
**HOMO**: -7.13 eV

---

Entry 2
The following is a quantum chemistry calculation of C27H56Ca2NO12P as an isolated structure, from the Open Molecules 2025 dataset.

The geometry in XYZ format:
```
99
C27H56Ca2NO12P ωB97M-V/def2-TZVPD
Ca -20.266 -22.769 2.170
Ca -17.349 -24.260 0.598
P -20.136 -24.516 0.196
O -19.853 -25.833 -0.474
O -19.180 -23.379 -0.091
O -19.496 -24.778 1.645
O -21.477 -23.968 0.684
O -17.051 -20.026 1.754
C -17.103 -21.371 1.521
O -17.915 -22.069 2.177
O -16.431 -21.856 0.592
H -16.199 -19.824 1.327
C -16.818 -17.958 5.757
C -16.330 -18.602 4.421
C -16.743 -17.476 3.394
O -17.041 -16.330 4.159
C -17.677 -16.792 5.316
H -15.968 -17.575 6.325
H -17.275 -18.684 6.431
H -16.878 -19.527 4.264
H -15.260 -18.786 4.445
H -17.579 -17.784 2.753
H -16.007 -17.260 2.614
H -18.725 -17.070 5.119
H -17.721 -15.958 6.020
C -14.076 -22.917 3.477
C -14.291 -21.752 4.452
C -15.463 -22.239 5.294
O -15.334 -23.675 5.317
C -14.276 -24.070 4.480
H -13.129 -23.036 2.951
H -14.908 -22.864 2.779
H -14.468 -20.837 3.883
H -13.440 -21.572 5.111
H -16.443 -21.980 4.894
H -15.284 -21.908 6.319
H -14.578 -24.916 3.847
H -13.383 -24.345 5.047
C -12.806 -25.392 -0.177
C -13.138 -24.293 -1.206
C -14.159 -23.488 -0.417
O -14.945 -24.475 0.230
C -14.153 -25.632 0.526
H -12.023 -25.141 0.536
H -12.468 -26.262 -0.742
H -13.459 -24.730 -2.151
H -12.254 -23.703 -1.459
H -14.717 -22.786 -1.034
H -13.645 -22.883 0.342
H -14.621 -26.541 0.157
H -13.880 -25.727 1.579
C -12.002 -19.807 0.151
C -12.650 -19.881 1.504
C -11.479 -20.313 2.372
O -10.450 -19.448 1.923
C -10.544 -19.418 0.482
H -12.500 -19.070 -0.483
H -12.112 -20.770 -0.351
H -13.475 -20.593 1.634
H -13.088 -18.974 1.928
H -11.211 -21.373 2.275
H -11.668 -20.119 3.429
H -9.767 -20.072 0.077
H -10.277 -18.413 0.157
C -15.110 -18.102 -2.329
C -15.564 -19.506 -1.999
C -17.034 -19.308 -1.784
O -17.101 -18.110 -1.027
C -15.955 -17.270 -1.335
H -15.302 -17.750 -3.344
H -14.027 -17.983 -2.235
H -14.990 -19.956 -1.188
H -15.450 -20.214 -2.832
H -17.400 -20.197 -1.257
H -17.671 -19.235 -2.673
H -15.463 -17.082 -0.380
H -16.334 -16.340 -1.755
C -20.857 -19.634 3.878
C -20.363 -19.694 2.426
N -21.126 -20.622 1.577
C -22.583 -20.415 1.691
C -23.420 -21.348 0.823
C -20.636 -20.648 0.184
C -20.674 -19.281 -0.489
H -21.071 -20.659 4.212
H -21.753 -19.032 3.985
H -20.060 -19.259 4.519
H -20.589 -18.687 2.049
H -19.298 -19.901 2.377
H -22.897 -20.472 2.730
H -22.787 -19.389 1.347
H -24.450 -20.972 0.836
H -23.176 -21.370 -0.235
H -23.504 -22.368 1.196
H -21.063 -21.456 -0.404
H -19.585 -20.957 0.234
H -20.223 -19.310 -1.484
H -20.062 -18.528 0.010
H -21.664 -18.830 -0.583
```

## Properties
**LUMO energy**: 0.0006 hartree
**Molecular weight**: 697.87 g/mol
**HOMO**: -7.48 eV

---

Quick one: most stable of them? entry 1